*a*
DFT (the ωB97M-V functional and the def2-TZVPD basis) results for an isolated molecule of C4H8O3S.

The geometry in XYZ format:
```
16
C4H8O3S | the Open Molecules 2025 dataset | the ωB97M-V functional and the def2-TZVPD basis
C -0.110 -1.143 0.862
C 0.349 -0.123 1.908
C -0.448 0.315 0.737
C 0.184 0.830 -2.157
O 1.815 0.794 -0.133
O 0.188 2.661 -0.110
O -1.748 0.664 0.732
S 0.491 1.259 -0.373
H 0.524 -1.729 0.254
H -0.934 -1.720 1.303
H -0.036 -0.028 2.943
H 1.418 0.086 1.997
H 0.933 0.197 -2.573
H -0.795 0.363 -2.203
H 0.084 1.882 -2.615
H -1.897 1.592 0.484
```

---

*b*
DFT (the ωB97M-V functional and the def2-TZVPD basis) results for a structure of composition C4H8O3S.

The geometry in XYZ format:
```
16
C4H8O3S | the Open Molecules 2025 dataset | the ωB97M-V functional and the def2-TZVPD basis
C -1.237 -0.945 -0.259
C -0.043 0.016 0.009
C 0.561 0.861 -0.967
C 1.278 -0.419 -0.441
H -3.206 -0.463 0.215
H -1.174 -2.056 0.053
H -1.303 -0.992 -1.484
H -1.047 0.858 1.496
H 0.247 0.866 -1.959
H 0.595 1.800 0.737
H 1.238 -1.207 -1.182
H 2.383 -0.175 1.962
O -2.217 -0.107 0.363
O -0.125 0.605 1.320
O 1.196 1.957 -0.200
S 2.853 -0.600 0.336
```

---

*c*
DFT (the ωB97M-V functional and the def2-TZVPD basis) results for a structure of composition C4H8O3S.

The geometry in XYZ format:
```
16
C4H8O3S | the Open Molecules 2025 dataset | the ωB97M-V functional and the def2-TZVPD basis
C 0.008 0.667 1.341
C -0.094 -0.274 0.158
C 0.719 0.408 -1.048
C -0.770 0.390 -0.951
H 1.142 0.150 3.201
H -0.799 1.052 1.996
H 0.262 1.707 1.042
H 0.892 -2.052 0.352
H 1.237 1.338 -0.849
H 1.196 -1.371 -1.973
H -1.080 1.377 -0.831
H -3.511 -0.734 -1.057
O 1.105 0.102 2.158
O -0.322 -1.667 0.305
O 1.568 -0.351 -1.756
S -1.553 -0.741 -2.088
```

---

Least stable: *c*